Entry 1:
16
Properties=species:S:1:pos:R:3:forces:R:3:mulliken_charge:R:1 method="wB97M-V/def2-TZVPD" de_lowest_kj_mol=72.47 homo_energy_ev=-4.05 charge=-1 homo_lumo_gap_ev=8.515
O 0.528498 -0.042652 2.171522 0.152 -0.182 -0.691 -1.01
O 0.258771 1.908147 0.695354 0.234 0.797 -0.073 -0.62
N -0.992072 0.297766 -0.576257 0.189 0.563 0.609 -0.58
C -0.507782 1.718360 -0.399230 -1.310 -1.279 -1.616 -0.39
C 0.381323 -1.866336 -0.267353 -0.422 2.563 0.511 -0.90
C 0.058030 -0.575245 -1.082706 0.893 -0.739 -0.358 -0.46
H -0.474269 -2.529519 -0.370911 0.495 -0.665 0.084 0.29
H -1.467722 2.274086 -0.496073 0.357 0.377 0.861 0.26
H 0.998050 -0.011459 -1.129393 -0.008 0.025 -0.109 0.32
H -1.182351 0.050826 0.396084 -0.031 -0.399 -0.144 0.32
H 1.401536 -2.164865 -0.502497 -0.338 -0.821 -0.488 0.31
H -0.179905 -0.900120 -2.107470 -0.024 0.288 -0.039 0.30
H 0.425822 1.001197 1.266353 -0.108 -0.194 0.742 0.45
H 0.477279 -1.456676 0.749694 -0.320 -0.633 0.154 0.21
H -0.012182 1.961396 -1.356453 0.377 0.031 0.062 0.33
H 0.286980 0.335092 3.009330 -0.134 0.268 0.495 0.16

Entry 2:
16
Properties=species:S:1:pos:R:3:forces:R:3:mulliken_spin:R:1 method="wB97M-V/def2-TZVPD" multiplicity=2 de_lowest_kj_mol=152.97 homo_energy_ev="-2.83 / -8.15" charge=0 homo_lumo_gap_ev="2.961 / 8.191"
O 0.689621 3.395949 0.724894 0.625 0.006 0.083 -0.05
O 0.038120 1.234149 1.150983 0.676 -1.770 -0.240 -0.06
N 0.338220 -0.965087 -0.621748 1.147 1.611 -0.603 -0.10
C 0.851295 -2.029043 0.286876 -1.538 -0.501 0.740 0.03
C -1.080907 -0.815239 -1.173996 1.146 -2.648 0.436 0.12
C -0.271206 2.458549 1.116739 -1.420 0.923 -1.038 0.98
H 0.425631 -0.064253 -0.121132 0.180 1.082 1.120 0.01
H 1.927519 -2.067515 0.309999 0.324 0.535 -0.190 0.00
H 1.038610 -0.888062 -1.367666 -0.583 -0.012 -0.079 0.00
H -1.701631 -0.679200 -0.297932 -0.242 0.546 -0.191 0.00
H -1.262841 -1.818482 -1.590603 -0.490 0.504 -0.180 -0.01
H -1.098086 -0.051928 -1.952350 0.000 0.084 0.519 -0.03
H -1.139293 2.908690 1.610437 0.322 -0.266 0.350 0.12
H 0.247986 4.247302 0.673044 -0.030 0.016 0.017 -0.02
H 0.518667 -2.998228 -0.061533 -0.237 -0.201 -0.119 0.00
H 0.478295 -1.867602 1.313988 0.119 0.090 -0.627 -0.01